Density functional theory data (ωB97M-V/def2-TZVPD) for a 3-piece molecular cluster, C39H78N2O4S overall at a distorted geometry.

The geometry in XYZ format:
```
124
Properties=species:S:1:pos:R:3:forces:R:3
S 1.805217 -1.731649 -0.442820 -3.2 -2.5 -4.1
O 1.990120 -0.143723 -0.967301 0.9 -1.4 2.3
O 0.347123 -1.960001 -0.431582 2.3 1.0 1.3
O 2.400174 -2.558130 -1.512009 0.6 1.7 2.2
O -7.096950 -0.891350 2.457107 -0.4 1.0 -0.6
N -1.888026 8.205334 1.095248 0.0 -0.3 0.0
N 6.314815 -4.587145 -3.272707 -0.1 0.3 0.0
C 2.465410 2.195872 -0.541983 0.5 -0.7 -0.9
C -6.283580 1.341818 1.617790 -0.3 0.4 1.2
C 0.076625 9.797400 0.714764 0.3 0.0 -0.1
C 1.184154 2.679907 -1.334896 0.2 1.4 0.2
C 8.317098 -5.763350 -2.342128 0.0 0.0 -0.1
C 2.590418 -1.999969 1.194586 2.0 1.3 1.1
C -1.214467 2.983229 -0.375479 0.0 -0.1 0.8
C 6.668240 -4.859749 -4.660126 0.3 0.0 0.0
C -3.655671 3.115312 0.519922 0.3 -0.3 0.2
C 3.854957 -5.294293 -3.195018 -0.3 0.0 0.0
C 4.921262 -4.207732 -3.050051 0.0 0.1 0.2
C -2.171699 3.713724 0.652242 -1.1 -0.5 -0.9
C -3.409943 -4.244718 -0.846502 -0.1 0.2 1.0
C 0.525382 -5.399554 2.663608 -0.9 0.9 -0.1
C -1.691211 -5.650872 0.499302 -0.4 0.3 -1.6
C -3.435848 -5.220212 -2.082732 0.9 0.3 0.5
C 0.233080 3.648829 -0.484903 -1.1 -0.9 0.0
C -4.769126 1.286588 2.082552 0.2 0.2 -0.5
C -1.474964 7.391357 2.233866 -0.2 -0.1 0.1
C 2.159153 -4.626131 0.855177 -0.2 -0.4 0.7
C -2.879244 9.213953 1.444798 0.0 0.1 -0.1
C 3.066204 -3.485363 1.473852 -0.9 -0.9 -0.1
C 0.612370 -4.541567 1.306258 1.1 -1.4 0.4
C 3.661791 0.437642 0.859835 0.5 -0.2 -0.3
C 3.923414 -1.093996 1.202110 -0.2 0.3 -1.0
C -7.189673 0.537964 2.668333 0.3 0.3 -0.4
C -3.510013 9.909985 0.244951 0.1 0.0 -0.1
C 1.086519 0.910484 1.136788 1.5 -1.2 0.4
C 6.810780 -5.538226 -2.288085 0.1 -0.1 -0.1
C 6.219595 -6.195314 -5.258336 0.0 -0.1 -0.3
C -0.224181 -5.174158 0.116405 0.0 0.3 0.2
C -0.729405 8.086356 3.375017 0.2 -0.1 0.2
C 2.293776 0.740703 0.122880 -0.7 3.3 1.1
C -4.281916 -2.925871 -0.947639 1.2 -0.2 -0.3
C -3.736449 1.565545 0.889494 -0.7 -0.3 0.3
C -7.824431 -1.296997 1.285067 -0.6 -0.5 -0.3
C -2.668707 -4.434131 0.291683 -0.4 -0.7 -0.5
C 0.401529 0.895616 2.145098 -0.8 -0.2 -0.5
C -0.805215 8.646393 0.224645 -0.1 0.1 -0.3
H 5.174853 -6.166835 -5.566084 0.0 -0.1 0.1
H -4.053839 3.250761 -0.528136 0.5 0.0 1.0
H -3.787568 -6.268941 -1.822001 0.2 1.4 -0.3
H -1.203580 9.022257 3.676348 0.0 0.0 0.0
H 3.033160 -3.627291 2.603353 0.0 0.4 -1.3
H 1.107807 -4.869529 3.486582 -0.4 -0.9 -1.1
H -0.166081 7.790344 -0.017096 -0.1 -0.1 0.2
H -2.362546 -5.338380 -2.447148 -1.3 0.1 0.2
H -2.461576 9.982821 2.110777 -0.1 0.1 0.1
H 1.901238 -1.576696 1.991168 0.5 -0.7 -1.3
H 6.580320 -5.156788 -1.288058 -0.2 0.1 -0.1
H -3.985911 9.189268 -0.423743 0.1 0.0 0.0
H -4.049674 -4.765786 -2.913464 0.6 -0.7 0.9
H -4.818710 -2.728552 0.021944 0.4 -0.2 -1.1
H -1.986481 -6.427083 -0.281401 0.3 0.8 1.1
H 1.532148 3.302152 -2.222710 -0.3 -1.0 1.0
H 6.359321 -7.032155 -4.571740 0.0 0.0 0.0
H -1.692817 2.979037 -1.399827 0.4 0.1 1.0
H -2.747779 1.122899 1.206127 -0.8 0.7 -0.5
H -2.214834 4.803775 0.361669 0.1 -0.9 0.7
H -0.405752 0.824078 2.915835 1.4 0.3 -1.1
H 4.127344 -6.219720 -2.682901 0.0 0.0 0.0
H 2.532173 -5.606848 1.303468 -0.3 1.2 -0.6
H -0.711067 7.434754 4.253438 0.0 0.0 -0.1
H 4.665295 -3.374718 -3.712182 0.1 -0.1 0.0
H -6.807029 0.743587 3.713728 -0.4 -0.3 -1.2
H -2.779710 10.487276 -0.325637 0.0 0.0 0.0
H -3.550887 -2.071574 -1.127136 -1.0 -0.9 0.2
H 8.630909 -6.216926 -3.284416 0.0 0.0 0.0
H 3.649476 -5.522070 -4.241164 0.0 -0.1 0.0
H -2.725753 -3.678616 1.127585 0.0 -0.8 -1.1
H 6.806096 -6.410633 -6.156431 0.0 0.0 0.1
H -4.276699 10.609161 0.587190 0.0 -0.1 0.0
H 7.756691 -4.792756 -4.756773 0.0 0.0 0.1
H -2.371725 6.921762 2.653928 -0.1 0.1 -0.1
H 3.333346 2.071389 -1.271894 -1.1 0.1 0.8
H 6.311711 -6.514238 -2.376012 0.0 -0.1 0.1
H -8.123084 -0.436176 0.617628 0.5 -0.8 0.7
H -4.546821 0.297144 2.599828 -0.3 1.1 -0.8
H -0.498561 10.599197 1.181019 0.0 0.0 0.0
H 4.843483 -3.792581 -2.039212 0.1 -0.1 0.0
H 2.273141 -4.758048 -0.263478 -0.1 0.7 1.3
H 8.615751 -6.444632 -1.541613 0.0 0.0 0.0
H 0.066683 4.644761 -1.006984 0.5 -1.1 0.7
H -6.596500 2.436130 1.650165 0.2 -1.3 -0.2
H -4.362460 3.657386 1.219015 0.8 -0.4 -0.8
H 0.614587 10.233657 -0.131927 0.0 0.0 0.0
H -4.626407 2.116911 2.849971 -0.1 -1.1 -0.7
H -7.190181 -2.018768 0.694375 -0.7 0.8 0.6
H 4.493491 -1.182894 2.167225 -0.8 -0.1 -0.9
H -1.235864 8.935061 -0.739338 -0.1 0.0 0.1
H 2.914603 -4.946022 -2.758306 0.1 0.1 0.0
H 0.304983 -3.497030 1.593550 0.2 -1.0 -0.7
H 0.573014 1.820548 -1.726187 0.8 0.7 0.4
H 0.637627 3.816421 0.560992 -0.4 -0.1 -1.2
H 0.831340 9.452731 1.421081 -0.1 0.1 0.1
H -1.160900 1.894435 -0.051519 0.3 1.3 -0.5
H -4.088631 0.989647 -0.025830 0.5 0.5 1.1
H 3.790479 1.127486 1.753017 -0.5 -1.0 -1.0
H -1.888511 3.554137 1.739093 0.1 0.4 -1.3
H -4.971411 -2.949435 -1.838955 0.5 0.0 1.1
H 4.481721 0.743864 0.130532 -1.1 -0.3 0.8
H 6.296240 -4.047058 -5.292752 -0.1 0.0 0.2
H 2.840452 2.951510 0.220568 -0.8 -1.0 -0.7
H 0.309247 8.289726 3.114259 -0.1 0.1 0.0
H 8.861094 -4.825784 -2.206818 0.0 0.0 -0.1
H 4.135958 -3.676520 1.167025 -1.1 0.6 0.1
H -0.866062 6.554757 1.874982 0.0 0.1 -0.1
H -0.341224 -4.394321 -0.702545 0.3 -0.9 1.0
H -8.277503 0.843887 2.623430 1.1 -0.2 0.0
H 4.584945 -1.503812 0.372268 -0.7 0.4 1.1
H -8.797418 -1.815175 1.576472 1.2 0.5 -0.2
H -0.551700 -5.397178 3.031839 1.3 -0.1 -0.4
H 0.401805 -6.003693 -0.353355 -0.9 0.7 0.8
H 0.861163 -6.466712 2.525034 -0.3 1.1 0.2
H -6.466198 0.978081 0.566102 0.4 0.2 1.1
H -3.691001 8.728746 1.995826 0.2 -0.1 0.1
H -1.781717 -6.159410 1.497290 0.1 0.7 -0.9
```
Positions in Å, forces in eV/Å.

Total energy, hartree: -2341.1611
Molar mass, u: 671.1
Kohn-Sham gap, eV: 8.40
E_LUMO, eV: 0.50
E_HOMO, eV: -7.90
SMILES: C#C[C@@]1(CCCCCCCCCCOC)CC[C@H](CC[C@H](C)CCC=C(C)C)S(=O)(=O)O1.CCN(CC)CC.CCN(CC)CC